ORCA calculation (the ωB97M-V functional and the def2-TZVPD basis) on a structure of composition C47H60BN8O3S2Ti in a non-equilibrium geometry.

```
122
Properties=species:S:1:pos:R:3
Ti 0.209 0.053 0.308
C -2.050 3.066 1.624
C -1.164 3.863 0.669
C -2.052 4.565 -0.368
C 0.078 3.310 -0.029
C 1.043 4.225 -0.432
C 2.034 3.511 -1.071
C 3.264 4.103 -1.693
C 4.127 4.770 -0.617
C 2.882 5.134 -2.760
N 1.681 2.214 -1.044
N 0.459 2.077 -0.428
B 2.357 1.007 -1.750
N 2.949 -0.102 -0.826
N 2.158 -1.050 -0.199
C 2.998 -2.004 0.249
C 4.307 -1.650 -0.076
C 4.250 -0.446 -0.728
C 5.477 0.357 -1.084
C 5.805 0.489 -2.569
C 5.494 1.713 -0.385
C 2.837 -3.247 1.110
C 3.251 -2.895 2.544
C 1.574 -4.096 1.092
N 1.269 0.361 -2.639
N 0.194 -0.213 -2.021
C -0.543 -0.776 -2.994
C 0.045 -0.525 -4.231
C 1.193 0.193 -3.972
C 2.178 0.628 -5.020
C 2.621 2.090 -4.950
C 3.356 -0.345 -5.084
C -1.781 -1.623 -2.846
C -2.852 -1.188 -3.850
C -1.453 -3.100 -3.104
H -2.657 3.785 2.175
H -1.490 2.481 2.344
H -2.748 2.416 1.103
H -0.729 4.660 1.282
H -2.556 3.837 -1.001
H -1.481 5.234 -1.010
H -2.826 5.147 0.133
H 1.015 5.288 -0.271
H 3.831 3.309 -2.180
H 3.606 5.633 -0.202
H 5.065 5.121 -1.046
H 4.352 4.092 0.204
H 2.332 5.964 -2.316
H 2.260 4.700 -3.541
H 3.780 5.539 -3.225
H 3.251 1.412 -2.408
H 5.197 -2.198 0.174
H 6.283 -0.241 -0.645
H 5.089 1.125 -3.086
H 5.827 -0.481 -3.063
H 6.789 0.945 -2.680
H 4.859 2.426 -0.909
H 6.506 2.117 -0.373
H 5.144 1.639 0.645
H 3.621 -3.900 0.714
H 4.280 -2.540 2.578
H 3.164 -3.766 3.193
H 2.630 -2.101 2.953
H 0.703 -3.573 1.462
H 1.741 -4.960 1.735
H 1.358 -4.482 0.094
H -0.307 -0.837 -5.197
H 1.617 0.518 -5.953
H 3.504 2.224 -4.329
H 1.831 2.725 -4.554
H 2.869 2.445 -5.949
H 3.844 -0.419 -4.115
H 4.094 -0.009 -5.812
H 3.022 -1.342 -5.369
H -2.173 -1.530 -1.834
H -2.576 -1.496 -4.859
H -2.986 -0.110 -3.866
H -3.810 -1.652 -3.615
H -1.162 -3.247 -4.144
H -2.326 -3.726 -2.913
H -0.631 -3.461 -2.488
S 1.137 -2.136 5.846
C 1.348 -3.317 7.056
C 0.443 -4.329 6.945
C -0.437 -4.142 5.851
C -0.182 -2.994 5.152
C -0.886 -2.488 3.973
C -0.218 -1.644 3.051
N -0.770 -1.181 1.963
C -2.096 -1.418 1.742
C -2.834 -2.293 2.564
C -4.208 -2.530 2.237
C -4.799 -1.879 1.210
C -4.082 -0.903 0.425
C -4.690 -0.109 -0.526
C -3.875 0.887 -1.234
C -2.482 0.930 -0.925
N -1.907 0.197 -0.019
C -2.713 -0.711 0.708
C -4.407 1.724 -2.196
C -3.740 2.645 -3.079
C -4.601 3.289 -3.937
C -5.927 2.901 -3.770
S -6.122 1.728 -2.547
C -2.191 -2.833 3.685
H 2.124 -3.200 7.792
H 0.408 -5.173 7.614
H -1.212 -4.844 5.579
H 0.813 -1.353 3.208
H -4.772 -3.226 2.843
H -5.842 -2.046 0.981
H -5.738 -0.228 -0.760
H -1.825 1.606 -1.458
H -2.672 2.785 -3.089
H -4.291 4.011 -4.676
H -6.782 3.258 -4.317
H -2.742 -3.486 4.350
O -0.346 -2.215 -0.388
H 0.398 -2.466 -0.948
H -0.933 -2.972 -0.291
O 0.165 1.128 1.856
O 1.399 0.502 1.588
```

Calculated values
* charge: +1
* HOMO (spin up / spin down): -8.3 / -10.6 eV
* Kohn-Sham gap (spin up / spin down): 5.709 / 5.132 eV
* 2S+1: 3
* LUMO (spin up / spin down): -0.096 / -0.199 Eh
* expectation value of S²: 2.069
* energy relative to the best compared isomer or geometry (same formula, charge and spin): 52.3 kcal per mole

ORCA calculation (the ωB97M-V functional and the def2-TZVPD basis) on the molecule C4H5N3S in a non-equilibrium geometry.

```
13
Properties=species:S:1:pos:R:3
C -1.852 1.380 -0.525
C 1.327 -1.309 -0.025
C 2.276 -1.280 -1.184
C 3.286 -0.960 -1.670
H -1.306 -0.068 1.598
H -2.895 0.408 2.346
H -2.413 2.276 -1.225
H 1.601 -2.132 0.730
H 4.340 -0.403 -1.910
N -1.999 0.653 1.762
N -2.379 1.493 0.692
N 0.254 -0.639 0.315
S -0.242 0.582 -0.904
```

Calculated values
* structure (SMILES): C#C/C=N\S/C=N\N
* HOMO: -8.2 eV
* Kohn-Sham gap: 8.174 eV
* LUMO: -0.002 Eh
* energy relative to the best compared isomer or geometry (same formula, charge and spin): 157.0 kcal per mole

ORCA calculation (the ωB97M-V functional and the def2-TZVPD basis) on the molecule C5H8O2S in a non-equilibrium geometry.

```
16
Properties=species:S:1:pos:R:3
C -1.650 1.290 -0.240
C -1.139 -0.076 0.229
C 0.142 -0.729 -0.013
C 1.042 -1.342 1.123
C 0.865 0.032 -1.067
H -1.307 1.493 -1.227
H -2.831 1.470 0.116
H -1.060 2.025 0.535
H -1.325 -0.076 1.285
H 1.715 -0.508 1.442
H 0.456 -1.777 1.934
H 1.669 -2.196 0.927
H 2.144 1.040 -1.434
O -1.139 -1.257 -0.361
O 1.742 0.848 -0.576
S 0.677 -0.236 -2.672
```

Calculated values
* structure (SMILES): C[C@H]1O[C@@]1(C)C(O)=S
* HOMO: -9.0 eV
* Kohn-Sham gap: 9.439 eV
* LUMO: 0.016 Eh
* energy relative to the best compared isomer or geometry (same formula, charge and spin): 64.9 kcal per mole

ORCA calculation (the ωB97M-V functional and the def2-TZVPD basis) on a cluster of 2 separate species, C3H11NO in total in a non-equilibrium geometry.

```
16
Properties=species:S:1:pos:R:3
C 0.150 -1.516 2.628
O 1.105 -2.191 3.492
H -0.505 -2.304 2.223
H 0.572 -1.047 1.758
H -0.554 -0.776 3.081
C -0.614 2.355 -2.674
N -0.751 1.332 -1.630
C 0.205 0.227 -1.884
H -1.711 2.777 -3.032
H -0.110 1.932 -3.611
H -0.053 3.226 -2.252
H 0.828 -2.787 4.184
H -1.681 1.035 -1.365
H 1.231 0.580 -1.716
H -0.078 -0.667 -1.269
H 0.035 -0.158 -2.947
```

Calculated values
* structure (SMILES): CNC.CO
* HOMO: -8.6 eV
* Kohn-Sham gap: 9.549 eV
* LUMO: 0.035 Eh
* energy relative to the best compared isomer or geometry (same formula, charge and spin): 50.7 kcal per mole

ORCA calculation (the ωB97M-V functional and the def2-TZVPD basis) on a structure of composition C15H30Cl2F2N2O10PS2 in a non-equilibrium geometry.

```
64
Properties=species:S:1:pos:R:3
C 3.608 0.463 2.743
C 2.969 -0.402 3.851
O 3.032 -1.830 3.646
C 3.334 -2.205 2.348
O 4.449 -2.463 2.080
C 2.228 -2.306 1.269
C 0.897 -2.842 1.848
C -0.171 -3.235 0.783
C -1.365 -2.234 0.698
C -2.297 -2.549 1.920
O -0.861 -0.899 0.932
C -0.791 -0.081 -0.202
Cl -2.450 0.512 -0.628
C 0.191 1.094 0.185
C 0.079 1.542 1.673
C -1.313 2.074 2.107
C -1.605 3.474 1.484
Cl -3.038 4.184 2.345
N 0.146 2.208 -0.781
C 1.483 2.387 -1.396
C 2.513 3.007 -0.428
O 3.721 3.397 -1.080
P -0.116 -0.923 -1.769
O 1.520 -1.240 -1.636
O -0.430 0.003 -3.112
H 4.647 0.191 2.500
H 3.631 1.521 3.075
H 2.997 0.469 1.819
H 3.471 -0.136 4.801
H 1.904 -0.125 3.981
H 2.158 -1.297 0.825
H 2.634 -2.983 0.499
H 0.542 -2.116 2.598
H 1.147 -3.765 2.410
H 0.274 -3.378 -0.224
H -0.579 -4.225 1.060
H -1.996 -2.339 -0.197
H -2.424 -3.644 2.012
H -1.805 -2.172 2.840
H -3.284 -2.065 1.832
H 1.205 0.632 0.095
H 0.342 0.726 2.376
H 0.867 2.312 1.826
H -1.244 2.267 3.200
H -2.141 1.364 1.972
H -0.740 4.105 1.753
H -1.747 3.439 0.397
H -0.448 1.981 -1.581
H 1.386 3.094 -2.248
H 1.866 1.433 -1.841
H 2.071 3.946 -0.042
H 2.708 2.342 0.438
H 3.915 2.772 -1.795
H 1.695 -2.187 -1.711
H 0.378 0.513 -3.318
N -3.851 -1.121 -5.019
S -5.243 -1.209 -5.764
O -5.258 -0.799 -7.134
O -6.409 -0.917 -4.988
F -5.336 -2.799 -5.902
S -3.391 0.359 -4.762
O -2.008 0.453 -4.387
O -4.290 1.217 -4.050
F -3.374 1.004 -6.226
```

Calculated values
* charge: -1
* HOMO: -6.2 eV
* Kohn-Sham gap: 8.188 eV
* LUMO: 0.074 Eh

ORCA calculation (the ωB97M-V functional and the def2-TZVPD basis) on a cluster of 2 separate species, C4H13NO2 in total.

```
20
Properties=species:S:1:pos:R:3
N -1.394 0.996 -0.612
C -2.515 1.107 1.557
C -2.073 1.892 0.332
H -1.090 1.517 -1.442
H -0.540 0.625 -0.181
H -3.178 0.279 1.256
H -3.061 1.757 2.261
H -1.638 0.684 2.077
H -2.963 2.302 -0.184
H -1.447 2.747 0.652
O -7.117 -3.258 -0.417
O -4.717 -2.373 -1.572
C -7.036 -2.744 -1.738
C -5.948 -1.706 -1.868
H -6.208 -3.540 -0.182
H -4.015 -1.698 -1.458
H -6.857 -3.555 -2.470
H -8.020 -2.293 -1.970
H -5.941 -1.282 -2.890
H -6.132 -0.875 -1.160
```

Calculated values
* structure (SMILES): OCCO.CCN
* HOMO: -9.6 eV
* Kohn-Sham gap: 10.404 eV
* LUMO: 0.029 Eh
* energy relative to the best compared isomer or geometry (same formula, charge and spin): 21.0 kcal per mole